[1]
{"formula": "C16H16B2Br8O16", "method": "wB97M-V/def2-TZVPD", "species": ["Br", "Br", "Br", "Br", "Br", "Br", "Br", "Br", "O", "O", "O", "O", "O", "O", "O", "O", "O", "O", "O", "O", "O", "O", "O", "O", "C", "C", "C", "C", "C", "C", "C", "C", "C", "C", "C", "C", "C", "C", "C", "C", "B", "B", "H", "H", "H", "H", "H", "H", "H", "H", "H", "H", "H", "H", "H", "H", "H", "H"], "xyz": [[-6.06935, 13.00057, -21.85209], [4.25123, 11.39328, -20.11913], [-9.13790, 9.46739, -22.65888], [-4.66115, 10.45756, -14.64770], [-3.98594, 13.77986, -17.85175], [-1.17873, 13.09409, -24.88413], [2.92674, 13.68243, -22.57944], [-1.07491, 8.51336, -23.92334], [0.46036, 11.76512, -20.00322], [-1.84466, 9.07596, -16.36715], [-1.20084, 10.10104, -12.08762], [0.26832, 9.56492, -15.22930], [-0.95904, 9.78610, -20.20664], [1.97375, 12.62525, -18.37429], [0.92786, 11.29419, -13.88925], [-0.00819, 12.13963, -16.63241], [-1.36077, 5.93128, -17.39169], [-0.48643, 7.34182, -15.75887], [-3.05403, 8.11442, -18.02615], [-3.83722, 11.13317, -21.62884], [-1.98509, 11.93119, -20.54630], [-2.55617, 8.46438, -21.08066], [-1.43755, 8.79873, -14.01355], [-1.17283, 11.32568, -18.38695], [-2.20493, 8.16512, -17.08394], [-0.47574, 10.32471, -24.44149], [-7.99363, 11.06461, -22.84790], [0.95738, 11.98835, -18.74863], [-2.74073, 10.96277, -21.05772], [0.15304, 10.32444, -14.12684], [-6.85325, 11.22412, -21.81546], [-0.18092, 11.80712, -17.78813], [-4.59655, 12.19628, -15.50326], [-1.28128, 6.97003, -16.77598], [-2.08812, 9.58065, -20.76106], [-0.97832, 9.73518, -13.28286], [3.72315, 11.97531, -22.94161], [3.35767, 11.01083, -21.82151], [-1.64046, 11.19530, -24.68790], [-3.88287, 12.07906, -16.83654], [-0.88068, 8.68864, -15.36305], [-0.92851, 11.24351, -19.84448], [0.29967, 10.41430, -25.20229], [-7.28791, 11.02950, -20.83500], [-7.68213, 11.03256, -23.89195], [-4.26931, 11.31754, -17.51392], [-2.42868, 11.14919, -23.93644], [-5.97665, 10.57955, -21.88042], [3.41174, 11.61814, -23.92321], [-2.84148, 11.76684, -16.75824], [-2.29990, 10.90042, -25.50416], [-5.61459, 12.58551, -15.51708], [-4.02652, 12.83818, -14.83160], [2.29879, 10.94681, -21.57100], [-8.68983, 11.89389, -22.97324], [4.80528, 11.91514, -23.05765], [0.08086, 10.71060, -23.58744], [3.72684, 10.00886, -22.04030]], "atomic_forces_ev_per_a": [[-0.7, 0.2, -0.1], [0.1, 0.1, -0.4], [0.5, 0.4, 0.3], [0.0, -0.1, 0.0], [0.2, -0.5, 0.5], [0.1, -0.6, 0.0], [0.3, 0.2, -0.3], [0.5, 0.8, -0.7], [0.7, 0.1, 2.6], [0.4, 6.1, 3.1], [0.3, -1.7, -4.8], [0.4, 1.6, 0.2], [1.9, 1.8, 1.3], [-4.0, -3.3, -2.1], [-3.0, -3.4, -0.7], [-0.9, -0.3, 0.0], [1.0, 1.1, 1.4], [-0.2, -0.4, -0.2], [2.7, 0.9, 3.6], [4.1, -0.6, 1.7], [0.7, -0.6, 0.0], [1.3, 4.1, 1.0], [-2.5, -1.7, 0.8], [-1.1, 0.1, 0.8], [-3.5, -5.3, -7.0], [1.1, 0.2, 1.0], [0.3, 0.3, -1.2], [4.9, 4.6, -1.8], [-4.4, -0.2, -1.7], [3.8, 3.0, -0.7], [-0.9, -0.5, 0.2], [-0.2, -0.4, 2.1], [0.4, 0.4, 0.1], [-1.1, -1.5, -1.1], [-3.6, -4.4, -2.5], [0.6, 2.3, 4.7], [0.2, -1.2, 0.3], [0.1, -0.6, 0.0], [-2.3, 0.3, -0.2], [-0.2, -0.3, -0.6], [1.1, -0.7, 0.6], [0.8, -1.2, -1.0], [-0.5, -0.8, -0.6], [0.1, 0.4, 0.1], [0.8, -0.5, 0.2], [-0.6, 0.2, 0.2], [0.7, 0.2, 0.8], [-0.4, -0.2, -0.6], [-0.7, 0.0, 0.2], [0.0, 0.5, 0.4], [0.8, 0.1, -0.8], [0.1, -0.2, -0.5], [0.0, -0.1, -0.1], [0.1, 0.2, -0.2], [0.0, 0.1, 1.2], [0.1, 1.0, 0.4], [-0.3, -0.2, 0.4], [-0.1, 0.1, -0.2]], "charge": -1, "spin_multiplicity": 2, "e_lumo_ev": [0.33, -4.25], "s_squared": 0.7568}

***

[2]
{"formula": "C16H16BN2O6RhSi", "method": "wB97M-V/def2-TZVPD", "species": ["Rh", "Si", "O", "O", "O", "O", "O", "O", "N", "N", "C", "C", "C", "C", "C", "C", "C", "C", "C", "C", "C", "C", "C", "C", "C", "C", "B", "H", "H", "H", "H", "H", "H", "H", "H", "H", "H", "H", "H", "H", "H", "H", "H"], "xyz": [[1.88759, -0.44491, -0.48624], [-0.77872, 3.81510, -0.49469], [2.49597, -1.56970, 3.30292], [-1.00590, -0.44551, 0.43928], [1.85919, -0.45716, 1.48341], [4.94267, -5.29317, 2.60399], [-0.70988, -0.54035, -1.85169], [3.90639, -3.75172, 3.81804], [3.60507, -3.21690, -0.72683], [2.94819, -2.22800, -0.11073], [-2.53816, 3.19202, -0.45058], [3.09079, -2.43983, 1.18946], [-3.35363, -1.22216, 0.43711], [-0.47204, 4.89314, -1.98639], [-2.99302, -1.34260, -2.38068], [0.91796, 1.26108, -0.58486], [3.84053, -3.60572, 1.41925], [-4.38402, -1.63001, -0.41149], [-0.31611, 4.69092, 1.08410], [0.27718, 2.29874, -0.62986], [2.45762, -1.42298, 2.09086], [4.14774, -4.06883, 0.15762], [-4.20855, -1.68907, -1.78784], [4.28005, -4.28977, 2.67296], [-2.16259, -0.88077, -0.15795], [-1.98801, -0.94031, -1.53461], [-0.12510, -0.21138, -0.61661], [4.70751, -4.93904, -0.13882], [3.59871, -3.28193, -1.73053], [-2.77671, 2.63415, -1.35832], [-3.24384, 4.02123, -0.36579], [-2.69194, 2.52621, 0.40084], [0.72974, 5.00147, 1.06802], [3.36452, -2.92372, 3.69890], [0.57217, 5.20636, -2.03507], [-0.93241, 5.58142, 1.22560], [-3.47733, -1.17272, 1.50995], [-0.70747, 4.35822, -2.90785], [-2.84406, -1.38296, -3.45079], [-5.02977, -2.00970, -2.41463], [-0.45884, 4.03548, 1.94444], [-5.33962, -1.90596, 0.01368], [-1.09191, 5.79133, -1.94758]], "atomic_forces_ev_per_a": [[0.2, -0.2, 0.0], [-0.1, 0.0, 0.0], [0.1, 0.1, 0.1], [0.0, 0.0, 0.0], [0.1, 0.1, 0.1], [0.0, 0.0, 0.0], [0.0, 0.0, 0.0], [0.0, 0.0, 0.0], [-0.1, -0.1, 0.0], [0.1, 0.1, 0.0], [0.0, 0.0, 0.0], [0.0, 0.1, 0.0], [0.0, 0.0, 0.0], [0.0, 0.0, 0.0], [0.0, 0.0, 0.0], [0.0, -0.1, 0.0], [0.0, 0.1, 0.0], [0.0, 0.0, 0.0], [0.0, 0.0, 0.0], [0.1, 0.0, 0.1], [-0.3, -0.2, -0.1], [0.0, 0.0, 0.0], [0.0, 0.0, 0.0], [0.0, 0.0, 0.0], [0.0, 0.0, 0.0], [0.0, 0.0, 0.0], [-0.1, 0.2, 0.0], [0.0, 0.0, 0.0], [0.0, 0.0, 0.0], [0.0, 0.0, 0.0], [0.0, 0.0, 0.0], [0.0, 0.0, 0.0], [0.0, 0.0, 0.0], [0.0, 0.0, 0.0], [0.0, 0.0, 0.0], [0.0, 0.0, 0.0], [0.0, 0.0, 0.0], [0.0, 0.0, 0.0], [0.0, 0.0, 0.0], [0.0, 0.0, 0.0], [0.0, 0.0, 0.0], [0.0, 0.0, 0.0], [0.0, 0.0, 0.0]], "relative_energy_kj_mol": 29.7, "e_lumo_ev": [-1.22, -1.22]}

***

[3]
{"formula": "C16H16CaN2O3", "method": "wB97M-V/def2-TZVPD", "species": ["Ca", "O", "O", "O", "N", "N", "C", "C", "C", "C", "C", "C", "C", "C", "C", "C", "C", "C", "C", "C", "C", "C", "H", "H", "H", "H", "H", "H", "H", "H", "H", "H", "H", "H", "H", "H", "H", "H"], "xyz": [[-0.47610, 0.27795, -1.02510], [-1.75012, -1.25940, -1.93850], [-1.28816, -3.35708, -1.29774], [1.07871, -1.20872, -1.99114], [-0.26752, 1.95978, 1.72289], [-0.07772, 0.78654, 1.36057], [-1.07238, 5.14646, -0.82693], [-0.55526, 2.96143, 0.71597], [0.57347, 0.24877, 3.69372], [1.06202, -3.54924, -2.63325], [-0.62205, 4.22207, 1.31743], [0.31446, -2.45737, 3.05903], [0.29451, -2.24985, -2.71189], [0.06946, -1.49276, 2.09119], [0.69379, -2.07181, 4.33501], [-1.04702, -2.33084, -1.91282], [0.19376, -0.14864, 2.41676], [-0.87577, 5.33343, 0.53441], [0.08885, -1.77080, -4.13234], [0.82369, -0.72369, 4.64705], [-0.75413, 2.70551, -0.65515], [-1.01517, 3.87275, -1.38337], [2.00599, -1.43997, -2.04643], [0.88969, -2.82092, 5.09078], [1.04940, -1.65013, -4.63722], [-0.92538, 6.32036, 0.97490], [-1.27633, 5.99823, -1.46542], [0.48692, -4.34307, -3.10624], [1.12400, -0.42855, 5.64410], [0.66793, 1.29986, 3.92230], [-0.47463, 4.30412, 2.38622], [-0.24163, -1.80737, 1.09981], [-0.50172, -2.49882, -4.69042], [2.01784, -3.46182, -3.15972], [0.20077, -3.50325, 2.80771], [-0.45014, -0.82477, -4.15448], [-1.19169, 3.80070, -2.45371], [1.22766, -3.83911, -1.59797]], "atomic_forces_ev_per_a": [[-0.1, 0.6, 0.1], [0.2, 0.2, 0.0], [0.0, 0.0, 0.0], [-0.5, 0.0, 0.0], [0.0, 0.3, -0.4], [-0.2, 0.0, -0.1], [0.0, 0.0, 0.0], [0.1, -0.3, 0.7], [0.0, -0.2, 0.0], [0.0, 0.0, -0.1], [-0.1, 0.1, -0.2], [0.0, 0.0, -0.1], [0.1, -0.1, 0.1], [0.0, 0.0, 0.2], [0.0, -0.1, 0.0], [0.0, -0.5, 0.0], [0.0, 0.2, -0.3], [0.0, -0.1, 0.1], [0.0, 0.0, -0.1], [0.0, 0.1, 0.0], [0.2, -0.1, 0.3], [0.0, -0.1, -0.2], [0.2, 0.0, 0.0], [0.0, 0.0, 0.0], [0.0, 0.0, 0.0], [0.0, 0.0, 0.0], [0.0, 0.0, 0.0], [0.0, 0.0, 0.0], [0.0, 0.0, 0.0], [0.0, 0.0, 0.0], [0.0, 0.0, 0.0], [0.0, 0.0, 0.0], [0.0, 0.0, 0.0], [0.0, 0.0, 0.0], [0.0, 0.0, 0.0], [0.0, 0.0, 0.0], [0.0, 0.0, 0.0], [0.0, 0.0, 0.0]], "relative_energy_kj_mol": 0.0, "e_lumo_ev": -0.60}

***

[4]
{"formula": "C16H16Cl2N2OS", "method": "wB97M-V/def2-TZVPD", "species": ["Cl", "Cl", "S", "O", "N", "N", "C", "C", "C", "C", "C", "C", "C", "C", "C", "C", "C", "C", "C", "C", "C", "C", "H", "H", "H", "H", "H", "H", "H", "H", "H", "H", "H", "H", "H", "H", "H", "H"], "xyz": [[-7.06540, -1.34600, 0.08073], [-1.82993, -2.18986, -0.64445], [-0.87098, -0.66246, 2.10500], [-0.39991, 3.29563, -0.66021], [0.70643, 0.67085, 0.45227], [-1.54592, 0.73826, -0.03364], [-5.45322, -0.73478, 0.04025], [0.95222, 2.87677, -0.67255], [1.00723, 1.34808, -0.78836], [-5.22417, 0.61946, 0.22754], [-2.84741, 0.23893, -0.00124], [4.06374, -0.49830, 0.40416], [-3.10988, -1.11442, -0.23696], [-0.54384, 0.27251, 0.77972], [2.71021, -0.72051, 0.61616], [-4.40314, -1.60555, -0.20093], [2.14583, -1.91972, 0.19679], [4.84448, -1.46190, -0.21138], [4.27533, -2.65215, -0.62904], [2.92416, -2.87902, -0.42338], [1.84507, 0.32012, 1.27809], [-3.92729, 1.09278, 0.20750], [-3.73377, 2.14328, 0.36499], [0.30982, 1.02623, -1.56625], [-0.44059, 4.25119, -0.55150], [1.45796, 3.19471, 0.24827], [2.01718, 1.05646, -1.08772], [-6.05043, 1.29071, 0.39777], [5.89796, -1.28048, -0.36716], [-4.58746, -2.65370, -0.37353], [-1.44292, 1.69183, -0.36553], [4.51251, 0.43060, 0.72921], [1.09529, -2.09946, 0.36652], [2.47621, -3.80774, -0.74411], [2.42801, 1.22367, 1.48606], [4.88399, -3.40260, -1.11139], [1.44858, -0.07126, 2.22015], [1.47404, 3.31784, -1.53185]], "atomic_forces_ev_per_a": [[-0.3, -0.1, 0.0], [0.0, -0.2, -0.2], [-0.2, -0.3, 0.5], [-0.3, 0.1, 0.0], [-0.3, 0.0, -0.2], [0.3, 0.4, -0.3], [0.3, 0.2, 0.0], [0.5, -0.3, -0.1], [0.0, 0.6, -0.2], [-0.1, -0.1, 0.0], [-0.4, -0.3, 0.1], [-0.1, 0.0, 0.1], [-0.2, 0.3, 0.0], [0.0, 0.1, 0.5], [0.1, 0.1, 0.0], [0.0, 0.1, 0.0], [0.0, 0.0, 0.0], [0.1, -0.1, 0.0], [0.1, 0.0, 0.0], [0.0, 0.0, 0.0], [0.1, -0.1, 0.3], [0.2, -0.2, 0.0], [0.0, 0.1, 0.1], [0.1, 0.0, 0.0], [0.0, -0.1, 0.0], [0.0, 0.0, -0.1], [-0.1, 0.0, 0.0], [-0.1, 0.0, 0.0], [0.1, 0.0, 0.0], [0.0, -0.1, 0.0], [0.0, -0.1, 0.0], [0.0, 0.1, 0.0], [-0.2, 0.0, 0.0], [0.0, -0.1, 0.0], [0.0, 0.0, 0.0], [0.0, -0.1, 0.0], [0.1, 0.2, -0.1], [0.0, -0.1, 0.1]], "smiles": "OCCN(Cc1ccccc1)C(=S)Nc1ccc(Cl)cc1Cl", "relative_energy_kj_mol": 0.0, "e_lumo_ev": 0.31}

***

[5]
{"formula": "C16H16ClFN4O", "method": "wB97M-V/def2-TZVPD", "species": ["Cl", "F", "O", "N", "N", "N", "N", "C", "C", "C", "C", "C", "C", "C", "C", "C", "C", "C", "C", "C", "C", "C", "C", "H", "H", "H", "H", "H", "H", "H", "H", "H", "H", "H", "H", "H", "H", "H", "H"], "xyz": [[-4.92574, -1.03961, 0.56762], [-4.78621, 1.89382, 0.22127], [-0.39410, -2.79098, -0.24568], [2.17572, 1.45190, -0.89368], [3.24944, 3.02641, 1.10131], [0.04739, -0.60422, -0.69010], [3.10706, -0.43673, 0.00955], [3.65669, -1.26571, 1.05487], [-3.61834, 1.26049, 0.00620], [0.37637, -1.91927, -0.58792], [-2.50408, 2.00179, -0.34328], [-3.53352, -0.12018, 0.13347], [3.40879, 1.72752, 1.12001], [1.81400, -2.29874, -0.96571], [-1.30154, 1.36337, -0.56754], [-1.19780, -0.02315, -0.44317], [2.90323, 0.89567, 0.09197], [-2.32598, -0.76076, -0.09003], [2.02969, 2.77117, -0.89690], [2.67945, -2.39843, 1.38066], [2.58046, 3.56938, 0.08488], [2.81070, -1.16430, -1.20656], [2.37149, -3.21764, 0.13118], [3.84492, -0.67435, 1.94846], [-2.59381, 3.07240, -0.43554], [3.96034, 1.33950, 1.96359], [3.74660, -1.61871, -1.56193], [3.28132, -3.70468, -0.22599], [1.72074, -2.87772, -1.89210], [-0.43350, 1.94157, -0.83943], [2.48823, 4.64426, 0.08501], [1.75303, -1.97311, 1.77198], [4.61000, -1.69139, 0.71274], [1.45390, 3.17790, -1.71851], [-2.26236, -1.83103, 0.01041], [2.46858, -0.46377, -1.96834], [0.76992, 0.06890, -0.94416], [3.11311, -3.03626, 2.15146], [1.63407, -3.98691, 0.36054]], "atomic_forces_ev_per_a": [[-0.1, 0.0, 0.0], [0.1, -0.1, 0.0], [-0.2, -0.3, 0.1], [0.3, -0.2, 0.3], [0.0, 0.1, 0.1], [0.4, 0.1, -0.1], [0.0, -0.2, 0.0], [-0.1, -0.1, 0.4], [0.0, -0.1, 0.0], [0.4, 0.2, -0.2], [-0.2, -0.1, 0.1], [0.1, 0.4, -0.1], [0.1, -0.2, 0.1], [0.1, -0.2, 0.1], [0.0, -0.1, 0.0], [-0.6, 0.1, 0.1], [-0.2, 0.6, -0.4], [0.0, -0.1, 0.0], [0.2, 0.2, 0.2], [0.3, -0.1, -0.1], [-0.2, 0.1, -0.2], [-0.2, -0.1, -0.4], [-0.2, 0.0, 0.1], [0.1, 0.0, -0.1], [0.0, 0.1, 0.0], [0.0, -0.2, 0.0], [-0.1, 0.0, 0.0], [0.0, 0.0, -0.1], [0.0, 0.1, 0.0], [0.1, 0.0, 0.0], [-0.1, 0.1, -0.1], [0.0, 0.0, 0.1], [0.0, 0.1, 0.1], [0.0, 0.1, 0.0], [0.0, 0.0, 0.0], [0.1, -0.2, 0.1], [-0.1, -0.2, 0.0], [0.0, 0.0, 0.1], [0.1, 0.0, -0.1]], "smiles": "O=C(Nc1ccc(F)c(Cl)c1)[C@@H]1CCCN(c2cnccn2)C1", "e_lumo_ev": 0.27}

***

[6]
{"formula": "C16H16F2N2", "method": "wB97M-V/def2-TZVPD", "species": ["F", "F", "N", "N", "C", "C", "C", "C", "C", "C", "C", "C", "C", "C", "C", "C", "C", "C", "C", "C", "H", "H", "H", "H", "H", "H", "H", "H", "H", "H", "H", "H", "H", "H", "H", "H"], "xyz": [[0.96051, -0.97321, -4.09273], [-2.30540, 2.35837, 1.41580], [-3.80175, 0.21590, -1.20519], [4.61700, 0.67154, 5.54596], [4.72161, 1.03531, 4.48638], [0.37495, -0.17088, 1.58831], [-3.46344, 1.28816, -1.47777], [0.70969, 1.56445, 3.22829], [-1.12779, -3.95932, -4.06073], [-0.49006, -1.83383, -2.32390], [-1.18822, -2.95376, -1.83921], [-1.52491, -3.96538, -2.71329], [4.87904, 1.56258, 3.16481], [-1.18752, 1.74022, 1.86289], [-3.05293, 2.67938, -1.72781], [-0.47691, 2.17706, 2.96684], [0.07070, -1.90759, -3.62600], [-0.39660, -2.86327, -4.56679], [-0.78124, 0.54812, 1.24292], [1.15409, 0.42072, 2.50578], [-2.12523, -4.82477, -2.45357], [-2.27323, 3.09846, -1.09177], [3.91549, 1.97724, 2.86861], [-0.24059, -2.70989, -5.62440], [-1.36592, 0.14647, 0.42854], [5.20281, 0.84376, 2.41210], [-1.58965, -4.66710, -4.73314], [-0.32020, -1.02473, -1.62899], [-0.74875, 3.05357, 3.53626], [5.68808, 2.27982, 3.30311], [1.36289, 1.95468, 3.99475], [-3.88968, 3.36745, -1.60729], [-1.56430, -2.99986, -0.82786], [-2.58629, 2.76697, -2.70896], [0.65168, -1.07919, 1.07372], [2.19225, 0.18260, 2.68449]], "atomic_forces_ev_per_a": [[-0.9, -0.3, 0.6], [0.4, 0.0, 0.3], [0.4, 1.0, -0.4], [-0.3, -1.0, 2.9], [0.1, 0.0, -2.0], [-1.3, 0.8, -1.0], [0.1, -0.3, 0.8], [1.2, -1.4, -0.4], [-0.3, 1.9, 0.1], [1.1, -1.0, -0.5], [-0.3, 0.5, -0.9], [0.4, -0.9, -1.1], [0.3, 0.3, -0.3], [0.4, -1.9, -0.3], [0.3, 0.3, -0.3], [-0.5, 1.1, -0.3], [-1.3, -0.1, -0.2], [0.1, -0.2, 1.7], [-0.8, -0.1, -0.5], [1.4, 2.0, 2.2], [-0.1, 0.1, 0.6], [-0.1, -0.7, 0.6], [0.3, 0.4, -0.2], [0.4, -0.2, 0.0], [-0.4, 0.2, 0.0], [-0.1, -0.2, 0.3], [0.3, -0.2, -0.1], [0.4, 0.2, -0.3], [-0.3, 0.1, -0.1], [-0.3, 0.5, -0.6], [0.0, 0.1, 0.1], [-0.1, -0.2, -0.3], [0.0, 0.3, 0.1], [-0.5, -0.1, -0.3], [0.0, 0.0, -0.1], [-0.1, -0.8, 0.2]], "smiles": "Fc1ccccc1.Fc1ccccc1.CC#N.CC#N", "relative_energy_kj_mol": 116.1, "e_lumo_ev": 0.57}